1.
The following is a quantum chemistry calculation of a cluster of 2 separate species, CH2ClI in total in a non-equilibrium geometry, from the Open Molecules 2025 dataset.

XYZ file:
```
5
Properties=species:S:1:pos:R:3
H 0.02132 1.22605 -0.92173
I -1.74436 -0.29339 0.95993
Cl 1.51625 -0.02822 0.93717
C 0.14120 -0.09089 -0.11998
H 0.06560 -0.81354 -0.85538
```

Calculated values
Kohn-Sham gap	9.553	eV
LUMO level	-0.1	eV
M	176.38	g mol⁻¹
relative energy (zero: lowest compared OMol25 entry of this formula, charge and spin)	1.531	eV
HOMO energy	-9.7	eV

=====

2.
The following is a quantum chemistry calculation of a structure of composition CH2ClIO in a non-equilibrium geometry, from the Open Molecules 2025 dataset.

XYZ file:
```
6
Properties=species:S:1:pos:R:3
C 0.33940 0.15509 0.06413
H 1.41551 0.08469 0.12047
Cl -0.00961 -2.14006 0.38769
H -1.08947 0.42625 -1.18161
O -0.12157 0.39945 -1.12548
I -0.53426 1.07458 1.73482
```

Calculated values
Kohn-Sham gap	9.008	eV
LUMO level	-0.8	eV
M	192.38	g mol⁻¹
relative energy (zero: lowest compared OMol25 entry of this formula, charge and spin)	0.883	eV
HOMO energy	-9.8	eV

=====

3.
The following is a quantum chemistry calculation of a structure of composition CH2ClIO in a non-equilibrium geometry, from the Open Molecules 2025 dataset.

XYZ file:
```
6
Properties=species:S:1:pos:R:3
C -0.50618 -0.21991 -0.01660
O -1.65505 0.43958 -0.77715
H -0.64360 0.12865 1.05117
H 0.40499 0.33382 -0.52417
Cl -0.67907 -2.03816 -0.18115
I -3.35949 0.24842 0.19281
```

Calculated values
Kohn-Sham gap	8.852	eV
LUMO level	-0.7	eV
M	192.38	g mol⁻¹
relative energy (zero: lowest compared OMol25 entry of this formula, charge and spin)	1.357	eV
HOMO energy	-9.6	eV

=====

4.
The following is a quantum chemistry calculation of the molecule CH2ClIO in a non-equilibrium geometry, from the Open Molecules 2025 dataset.

XYZ file:
```
6
Properties=species:S:1:pos:R:3
H 1.29372 0.52122 -0.40819
C 0.22594 0.22313 -0.08354
O 0.39756 -0.93038 0.67306
Cl -0.60102 1.57900 0.77692
H -0.51155 -0.94026 0.91747
I -0.80464 -0.45270 -1.87572
```

Calculated values
Kohn-Sham gap	9.786	eV
LUMO level	-0.1	eV
M	192.38	g mol⁻¹
SMILES	O[C@H](Cl)I
relative energy (zero: lowest compared OMol25 entry of this formula, charge and spin)	0.357	eV
HOMO energy	-9.8	eV

=====

5.
The following is a quantum chemistry calculation of a cluster of 2 separate species, CH2ClN2O2 in total in a non-equilibrium geometry, from the Open Molecules 2025 dataset.

XYZ file:
```
8
Properties=species:S:1:pos:R:3
O -2.04787 -1.62970 -0.50719
N -0.22929 -0.64535 0.15963
N -1.55947 -0.53264 -0.36917
H -0.34489 1.33723 0.27449
H 1.25494 0.42672 0.78358
O -2.03449 0.57299 -0.49147
C 0.25651 0.47114 0.48612
Cl 4.70456 -0.00040 -0.33600
```

Calculated values
net charge	-1
Kohn-Sham gap	5.517	eV
LUMO level	1.8	eV
M	109.49	g mol⁻¹
relative energy (zero: lowest compared OMol25 entry of this formula, charge and spin)	1.101	eV
HOMO energy	-3.7	eV

=====

6.
The following is a quantum chemistry calculation of a cluster of 2 separate species, CH2ClN2O2 in total in a non-equilibrium geometry, from the Open Molecules 2025 dataset.

XYZ file:
```
8
Properties=species:S:1:pos:R:3
C 0.12756 0.44948 0.60120
O 2.07548 0.75616 -1.14379
N 1.36970 0.29030 0.93589
N 2.34186 0.35617 0.02021
O 3.46878 -0.02259 0.35598
H -0.69322 0.33756 1.29599
H -0.16797 -0.67330 -0.26418
Cl -0.28015 1.99219 -0.38717
```

Calculated values
net charge	-1
Kohn-Sham gap	8.231	eV
LUMO level	4.0	eV
M	109.49	g mol⁻¹
relative energy (zero: lowest compared OMol25 entry of this formula, charge and spin)	2.029	eV
HOMO energy	-4.2	eV

=====

7.
The following is a quantum chemistry calculation of the molecule CH2ClN2OP in a non-equilibrium geometry, from the Open Molecules 2025 dataset.

XYZ file:
```
8
Properties=species:S:1:pos:R:3
Cl 1.10339 -2.78347 0.68845
C 0.07711 1.06829 -0.50362
N -0.67436 -0.66299 0.83017
N -0.48398 0.51348 0.77854
H 0.94404 1.88382 0.06913
P -0.72886 -2.13846 0.33877
O 0.36883 0.22141 -1.46573
H -0.60616 1.89793 -0.73570
```

Calculated values
Kohn-Sham gap	7.034	eV
LUMO level	-1.6	eV
M	124.47	g mol⁻¹
relative energy (zero: lowest compared OMol25 entry of this formula, charge and spin)	3.342	eV
HOMO energy	-8.6	eV

=====

8.
The following is a quantum chemistry calculation of a structure of composition CH2ClNO in a non-equilibrium geometry, from the Open Molecules 2025 dataset.

XYZ file:
```
6
Properties=species:S:1:pos:R:3
H 0.05110 0.55859 -0.12248
Cl -1.51764 -1.24260 -0.22369
O 1.43514 -1.70455 -0.48933
H -0.83921 -0.01354 1.49479
C -0.31352 -0.22791 0.54538
N 1.22875 -1.28770 0.58422
```

Calculated values
Kohn-Sham gap	8.662	eV
LUMO level	-0.4	eV
M	79.49	g mol⁻¹
relative energy (zero: lowest compared OMol25 entry of this formula, charge and spin)	3.622	eV
HOMO energy	-9.0	eV

=====

9.
The following is a quantum chemistry calculation of the molecule CH2ClNO2 in a non-equilibrium geometry, from the Open Molecules 2025 dataset.

XYZ file:
```
7
Properties=species:S:1:pos:R:3
Cl 1.04160 1.57288 0.61164
N -0.89105 -0.17727 0.14857
O -1.54445 -0.39674 -0.80442
O -1.19052 -0.20000 1.29682
H 0.64815 -0.03451 -1.36556
C 0.73011 0.03306 -0.17985
H 1.20616 -0.79743 0.29279
```

Calculated values
Kohn-Sham gap	11.326	eV
LUMO level	0.4	eV
M	95.48	g mol⁻¹
SMILES	O=[N+]([O-])CCl
relative energy (zero: lowest compared OMol25 entry of this formula, charge and spin)	3.130	eV
HOMO energy	-10.9	eV

=====

10.
The following is a quantum chemistry calculation of the molecule CH2ClNO2S in a non-equilibrium geometry, from the Open Molecules 2025 dataset.

XYZ file:
```
8
Properties=species:S:1:pos:R:3
N -0.62242 -0.37218 0.67792
O 0.78598 0.86582 -1.46978
Cl -1.29450 -0.70030 -2.39661
S 0.27842 -0.39331 -1.13972
O 1.26171 -1.39664 -1.04490
C -0.26529 0.44471 1.53834
H -0.85805 0.45573 2.43240
H 0.71415 1.09618 1.40236
```

Calculated values
Kohn-Sham gap (spin up / spin down)	9.304 / 9.303	eV
LUMO level (spin up / spin down)	-1.0 / -1.0	eV
M	127.55	g mol⁻¹
SMILES	C=NS(=O)(=O)Cl
relative energy (zero: lowest compared OMol25 entry of this formula, charge and spin)	2.794	eV
HOMO energy (spin up / spin down)	-10.3 / -10.3	eV

=====

11.
The following is a quantum chemistry calculation of the molecule CH2ClO2P in a non-equilibrium geometry, from the Open Molecules 2025 dataset.

XYZ file:
```
7
Properties=species:S:1:pos:R:3
O -1.67387 -0.69347 -0.10574
H 1.30261 -1.30879 -1.13741
H 2.03951 0.84378 -0.69528
P 0.84824 0.08791 -1.20030
Cl -1.64800 0.59159 2.15945
O 0.13874 0.49522 0.36601
C -1.00722 -0.01625 0.61328
```

Calculated values
Kohn-Sham gap	10.487	eV
LUMO level	0.1	eV
M	112.45	g mol⁻¹
SMILES	O=C(Cl)OP
relative energy (zero: lowest compared OMol25 entry of this formula, charge and spin)	0.611	eV
HOMO energy	-10.4	eV

=====

12.
The following is a quantum chemistry calculation of the molecule CH2ClO2P in a non-equilibrium geometry, from the Open Molecules 2025 dataset.

XYZ file:
```
7
Properties=species:S:1:pos:R:3
Cl -0.73382 2.88465 0.27532
C -0.29432 1.39165 0.73380
O -0.53276 -1.73011 -1.16873
O -0.13237 0.57306 -0.31833
P 0.21027 -0.98198 -0.13186
H 0.02923 -0.99571 1.18669
H 1.45377 -1.14155 -0.57689
```

Calculated values
Kohn-Sham gap	9.429	eV
LUMO level	-0.3	eV
M	112.45	g mol⁻¹
relative energy (zero: lowest compared OMol25 entry of this formula, charge and spin)	2.587	eV
HOMO energy	-9.8	eV

=====

13.
The following is a quantum chemistry calculation of a cluster of 2 separate species, CH2ClO2P in total in a non-equilibrium geometry, from the Open Molecules 2025 dataset.

XYZ file:
```
7
Properties=species:S:1:pos:R:3
C 1.66144 0.13549 -0.07427
Cl -2.74650 0.86219 -0.02755
P 0.43968 -1.53727 0.52770
H -3.94438 0.49010 -0.21892
H 2.21141 1.00175 -0.39128
O 1.80854 -1.10973 -0.41274
O 0.56980 0.15747 0.59705
```

Calculated values
Kohn-Sham gap	7.990	eV
LUMO level	0.6	eV
M	112.45	g mol⁻¹
SMILES	O1C2OP12.Cl
relative energy (zero: lowest compared OMol25 entry of this formula, charge and spin)	2.131	eV
HOMO energy	-7.4	eV

=====

14.
The following is a quantum chemistry calculation of a cluster of 2 separate species, CH2ClO2S in total in a non-equilibrium geometry, from the Open Molecules 2025 dataset.

XYZ file:
```
7
Properties=species:S:1:pos:R:3
Cl 2.51205 -1.12444 -0.78356
H -2.38838 0.85752 -0.79538
C -2.89746 -0.15693 -0.64661
S 1.27385 0.01454 0.85510
O 1.27824 1.28013 0.16579
O 2.20228 0.06364 1.98676
H -1.98059 -0.93445 -0.78211
```

Calculated values
net charge	-1
Kohn-Sham gap (spin up / spin down)	6.437 / 6.454	eV
LUMO level (spin up / spin down)	1.6 / 1.6	eV
M	113.54	g mol⁻¹
relative energy (zero: lowest compared OMol25 entry of this formula, charge and spin)	2.976	eV
HOMO energy (spin up / spin down)	-4.8 / -4.8	eV

=====

15.
The following is a quantum chemistry calculation of the ion CH2ClO2S with charge -1 in a non-equilibrium geometry, from the Open Molecules 2025 dataset.

XYZ file:
```
7
Properties=species:S:1:pos:R:3
O 1.15600 -1.39082 -0.40823
C -1.11907 -0.09627 -0.31891
S 0.51393 -0.10515 -0.29841
O 1.03475 0.96321 -1.09538
Cl 1.20070 0.37274 1.81134
H -1.49225 0.96384 -0.32907
H -1.29407 -0.70754 0.63865
```

Calculated values
net charge	-1
Kohn-Sham gap	8.275	eV
LUMO level	4.0	eV
M	113.54	g mol⁻¹
SMILES	C=[S@](=O)([O-])Cl
relative energy (zero: lowest compared OMol25 entry of this formula, charge and spin)	0.173	eV
HOMO energy	-4.2	eV

=====

16.
The following is a quantum chemistry calculation of a structure of composition CH2CoF in a non-equilibrium geometry, from the Open Molecules 2025 dataset.

XYZ file:
```
5
Properties=species:S:1:pos:R:3
Co 1.32481 1.06446 0.54515
F -1.30683 0.70721 -0.32174
C -0.42798 -0.26196 -0.06785
H 1.37414 -0.49509 -0.69822
H -0.96414 -1.01461 0.54266
```

Calculated values
net charge	+2
Kohn-Sham gap (spin up / spin down)	6.998 / 9.108	eV
LUMO level (spin up / spin down)	-14.4 / -15.5	eV
multiplicity	5
<S²>	6.01
M	91.96	g mol⁻¹
relative energy (zero: lowest compared OMol25 entry of this formula, charge and spin)	2.698	eV
HOMO energy (spin up / spin down)	-21.4 / -24.7	eV

=====

17.
The following is a quantum chemistry calculation of a structure of composition CH2ErLiO in a non-equilibrium geometry, from the Open Molecules 2025 dataset.

XYZ file:
```
6
Properties=species:S:1:pos:R:3
O -0.11823 0.87522 -0.26589
Li -1.92829 1.14353 0.05909
H 0.16565 -1.20392 -0.13622
H -1.71748 -0.55198 0.18467
Er 3.06592 -0.09585 0.30863
C 0.53242 -0.16699 -0.15029
```

Calculated values
net charge	+1
Kohn-Sham gap (spin up / spin down)	3.925 / 4.740	eV
LUMO level (spin up / spin down)	-4.9 / -5.1	eV
multiplicity	5
<S²>	6.09
M	204.23	g mol⁻¹
HOMO energy (spin up / spin down)	-8.8 / -9.9	eV

=====

18.
The following is a quantum chemistry calculation of a structure of composition CH2F2INOS in a non-equilibrium geometry, from the Open Molecules 2025 dataset.

XYZ file:
```
9
Properties=species:S:1:pos:R:3
N -1.14587 0.96063 -1.19244
H -1.89728 0.32103 -0.90233
S 0.19424 0.57523 -0.69566
F -1.22429 -1.24326 0.45168
C 0.38812 -0.12914 1.13709
H 0.68500 -0.57536 -1.33753
F -0.08138 0.26841 2.28149
I 1.73248 -1.58142 1.20123
O 1.34898 1.40388 -0.94352
```

Calculated values
Kohn-Sham gap	9.045	eV
LUMO level	-1.7	eV
M	241.00	g mol⁻¹
relative energy (zero: lowest compared OMol25 entry of this formula, charge and spin)	3.585	eV
HOMO energy	-10.7	eV

=====

19.
The following is a quantum chemistry calculation of a cluster of 2 separate species, CH2F2N2 in total in a non-equilibrium geometry, from the Open Molecules 2025 dataset.

XYZ file:
```
7
Properties=species:S:1:pos:R:3
N 3.41929 -0.40109 0.21530
F 0.90260 1.33046 0.41664
N -0.34018 0.66608 0.11888
H -0.75606 0.19232 0.94006
H -0.07019 -0.19416 -0.33479
F 3.36161 0.79647 -0.37263
C 3.34680 -1.44043 0.68911
```

Calculated values
Kohn-Sham gap	11.457	eV
LUMO level	0.4	eV
M	80.04	g mol⁻¹
relative energy (zero: lowest compared OMol25 entry of this formula, charge and spin)	6.059	eV
HOMO energy	-11.0	eV

=====

20.
The following is a quantum chemistry calculation of a cluster of 2 separate species, CH2F3N in total in a non-equilibrium geometry, from the Open Molecules 2025 dataset.

XYZ file:
```
7
Properties=species:S:1:pos:R:3
F 2.23722 -1.45146 0.42801
F 2.63435 1.27468 -0.59499
H 0.37684 0.42673 -1.05939
N 1.46126 -0.36157 0.56438
C 0.31188 -0.30308 -0.18907
F 0.08867 -1.48354 -0.80358
H -0.51868 0.22346 0.50512
```

Calculated values
Kohn-Sham gap (spin up / spin down)	7.548 / 10.407	eV
LUMO level (spin up / spin down)	-3.2 / -1.8	eV
M	85.03	g mol⁻¹
relative energy (zero: lowest compared OMol25 entry of this formula, charge and spin)	7.521	eV
HOMO energy (spin up / spin down)	-10.8 / -12.2	eV